Formula: C25H38AsN4PdSi2
Source: the OMol25 dataset
Level of theory: ωB97M-V with the def2-TZVPD basis set

Calculated values
largest force on an atom	0.01008	hartree/bohr
relative energy (zero: lowest compared OMol25 entry of this formula, charge and spin)	197.7	kJ/mol
expectation value of S²	6.01
Kohn-Sham gap (spin up / spin down)	9.2439 / 6.2619	eV

```
! wB97M-V def2-TZVPD RIJCOSX def2/J DEFGRID3
* xyz 3 5
Pd -0.3474 0.2014 0.1566
C 1.8223 -1.8076 0.8090
C 2.6541 -1.1466 -0.2894
C 1.9392 -0.9462 -1.6017
C 2.5752 -1.2463 -2.8012
C 1.9134 -1.0556 -4.0005
C 0.6094 -0.5753 -3.9857
C 0.0321 -0.3035 -2.7665
N 0.6843 -0.4790 -1.6068
N 0.9187 -0.9042 1.5581
C -0.0684 -1.6873 2.3370
C -1.0776 -2.3600 1.4334
C -1.5300 -3.6438 1.6644
C -2.4940 -4.1829 0.8196
C -2.9663 -3.4203 -0.2365
C -2.4584 -2.1458 -0.4087
N -1.5415 -1.6219 0.4078
C 1.6378 0.0954 2.3754
C 1.9526 1.3768 1.6312
C 3.0291 2.1653 1.9994
C 3.2575 3.3557 1.3244
C 2.4059 3.7200 0.2904
C 1.3543 2.8822 -0.0216
N 1.1236 1.7403 0.6395
H 2.4960 -2.2779 1.5323
H 1.2135 -2.5999 0.3710
H 3.5082 -1.7975 -0.4737
H 3.0767 -0.1976 0.0488
H 3.5856 -1.6317 -2.7856
H 2.4027 -1.2849 -4.9379
H 0.0537 -0.4225 -4.8997
H -0.9859 0.0636 -2.7014
H -0.6002 -0.9988 2.9979
H 0.4331 -2.4282 2.9654
H -1.1370 -4.2188 2.4923
H -2.8612 -5.1872 0.9832
H -3.7094 -3.8064 -0.9195
H -2.7961 -1.5194 -1.2259
H 2.5592 -0.3350 2.7760
H 1.0092 0.3494 3.2313
H 3.6848 1.8486 2.8001
H 4.0963 3.9834 1.5950
H 2.5597 4.6319 -0.2688
H 0.6710 3.1223 -0.8276
C -4.5353 4.0394 -1.7733
Si -4.3694 2.2001 -1.7031
C -5.8228 1.2890 -1.0242
C -3.5548 1.4263 -3.1708
As -2.7068 2.0332 0.1888
Si -2.5700 3.2937 2.3292
C -1.8259 4.9101 1.8343
C -1.4831 2.2474 3.4074
C -4.3552 3.3376 2.8067
H -5.2820 4.2671 -2.5430
H -3.6094 4.5421 -2.0522
H -4.9071 4.4541 -0.8354
H -6.6355 1.3700 -1.7545
H -6.1799 1.7322 -0.0934
H -5.6277 0.2290 -0.8627
H -4.2540 1.5648 -4.0042
H -3.3971 0.3525 -3.0683
H -2.6243 1.9195 -3.4537
H -0.8109 4.8044 1.4496
H -1.7812 5.5461 2.7247
H -2.4345 5.4307 1.0936
H -0.4649 2.1966 3.0187
H -1.8799 1.2432 3.5640
H -1.4375 2.7353 4.3870
H -4.9580 3.8713 2.0703
H -4.4383 3.8858 3.7513
H -4.7752 2.3435 2.9609
*
```

---

Formula: C25H38ClINO8P2S2
Source: the OMol25 dataset
Level of theory: ωB97M-V with the def2-TZVPD basis set

Calculated values
largest force on an atom	0.07161	hartree/bohr
Kohn-Sham gap	6.7553	eV

```
! wB97M-V def2-TZVPD RIJCOSX def2/J DEFGRID3
* xyz 1 1
C -2.9082 5.1634 0.3394
C -2.7021 4.0482 -0.0612
C -2.3145 2.7366 -0.6791
C -2.3072 1.7214 0.5216
N -1.8106 0.4086 0.0817
Cl -2.6573 -0.2001 -1.3442
C -2.1932 -0.5939 1.1539
C -3.7199 -0.9038 1.3417
C -4.1739 -2.2848 0.7377
O -4.0206 -0.7358 2.7286
C -4.0076 -1.9119 3.5183
C -2.6560 -2.6628 3.5802
C -1.4158 -2.0878 3.9552
C -0.2379 -2.8941 3.9229
C -0.2600 -4.2575 3.5372
C -1.5038 -4.8514 3.1552
C -2.6565 -4.0368 3.1949
C -0.2822 0.4063 -0.2328
S -0.1594 -1.0548 -1.4124
C 0.5917 -0.0802 0.9885
C 2.1428 -0.1513 0.8393
C 2.7127 0.0003 2.3129
I 2.8874 -2.1119 0.2159
C 0.2027 1.7692 -0.9205
C 1.3670 1.4870 -1.9580
C 0.9926 1.3292 -3.4503
O 1.6805 1.8666 -4.2656
O -0.0711 0.5622 -3.9598
P 0.8971 2.8471 0.4986
O 2.5313 3.1255 0.3526
O 0.1697 4.3205 0.6407
C -0.9995 2.6329 -1.5676
P -0.4873 4.1464 -2.5223
O -0.6277 3.8121 -4.1521
O -1.5128 5.4425 -2.3770
S 1.2810 4.8410 -2.2859
H -2.9368 6.1601 0.7753
H -3.2036 2.4386 -1.2838
H -3.3338 1.7460 0.9274
H -1.6471 2.0587 1.3591
H -1.7099 -1.5769 0.9717
H -1.8550 -0.1473 2.1129
H -4.3751 -0.1612 0.8263
H -4.3960 -2.0943 -0.3375
H -3.3790 -3.0525 0.7591
H -5.1342 -2.6247 1.1735
H -4.1933 -1.5718 4.5668
H -4.8431 -2.6250 3.3306
H -1.3545 -1.0305 4.2565
H 0.7586 -2.4884 4.1758
H 0.6335 -4.8952 3.4821
H -1.5916 -5.8961 2.8158
H -3.6149 -4.5067 2.8989
H -0.1461 -2.1360 -0.5741
H 0.2876 0.5033 1.8857
H 0.3639 -1.1356 1.2771
H 2.6397 0.6453 0.2669
H 2.6476 -0.9574 2.8743
H 3.7403 0.4124 2.3178
H 2.0933 0.7214 2.9021
H 1.9415 0.5588 -1.7195
H 2.1578 2.2664 -1.9343
H 0.2068 -0.3694 -3.9140
H 2.8203 3.4019 1.2394
H 0.8097 5.0537 0.6484
H -1.3374 1.9403 -2.3887
H -1.3111 3.1320 -4.2974
H -2.2903 5.1917 -2.9113
C 6.2633 -3.2888 -3.8734
C 6.0831 -2.1628 -2.8868
O 6.2882 -2.3209 -1.7046
C 5.6364 -0.8294 -3.4346
H 6.5855 -4.1843 -3.3438
H 5.3173 -3.4993 -4.3758
H 7.0252 -3.0225 -4.6078
H 4.6626 -0.9321 -3.9179
H 6.3704 -0.4549 -4.1497
H 5.5484 -0.1147 -2.6167
*
```

---

Formula: C25H38ClN4PtSe
Source: the OMol25 dataset
Level of theory: ωB97M-V with the def2-TZVPD basis set

Calculated values
largest force on an atom	0.00789	hartree/bohr
Kohn-Sham gap	5.4058	eV

```
! wB97M-V def2-TZVPD RIJCOSX def2/J DEFGRID3
* xyz 3 1
Pt 1.5844 1.9328 -0.8003
N 3.5967 2.2876 -1.4745
C 4.6389 2.4665 -0.4130
C 4.7819 1.2064 0.4195
C 3.5851 0.8995 1.2963
N 2.3612 0.5190 0.5079
H 3.8680 1.4911 -2.0557
H 3.6566 3.0875 -2.0995
H 4.3459 3.3169 0.2048
H 5.5860 2.7115 -0.8939
H 5.6487 1.3257 1.0714
H 5.0147 0.3495 -0.2230
H 3.3169 1.7558 1.9157
H 3.8073 0.0605 1.9575
H 1.6157 0.3174 1.1733
H 2.5337 -0.3626 0.0210
C -3.7542 -1.1892 1.9408
C -3.5468 -0.2769 3.1493
C -2.5464 0.8639 2.9390
C -1.0690 0.4981 3.0390
N -0.6273 -0.5091 2.0482
C -0.5082 -0.3298 0.7272
Se -0.6953 1.3555 -0.1316
N -0.2226 -1.5000 0.1342
C -0.1911 -1.7503 -1.3206
C -1.5905 -1.7907 -1.9251
C -2.4597 -2.9515 -1.4414
C -2.0299 -4.3038 -1.9984
C -0.1579 -2.4863 1.1179
C 0.0911 -3.8585 1.0427
C 0.0554 -4.5512 2.2307
C -0.2224 -3.9137 3.4583
C -0.4668 -2.5626 3.5353
C -0.4200 -1.8556 2.3314
H -4.6091 -1.8450 2.0986
H -2.9007 -1.8370 1.7409
H -3.9607 -0.6021 1.0415
H -3.2609 -0.8628 4.0281
H -4.5059 0.1773 3.4003
H -2.6995 1.6331 3.6992
H -2.7440 1.3480 1.9764
H -0.8509 0.0657 4.0134
H -0.4406 1.3824 2.9247
H 0.3346 -2.6929 -1.4661
H 0.4100 -0.9624 -1.7803
H -1.4633 -1.8630 -3.0090
H -2.0812 -0.8320 -1.7265
H -3.4876 -2.7512 -1.7469
H -2.4791 -2.9743 -0.3475
H -2.0524 -4.2987 -3.0886
H -2.6987 -5.0928 -1.6602
H -1.0219 -4.5881 -1.6927
H 0.2927 -4.3624 0.1098
H 0.2390 -5.6165 2.2248
H -0.2468 -4.5065 4.3619
H -0.6873 -2.0881 4.4799
Cl -1.6969 3.1597 -5.8869
C -0.8354 3.3083 -4.4722
C -1.5377 3.4248 -3.2434
C -0.8342 3.5515 -2.0931
C 0.6196 3.6015 -2.0928
C 1.2907 4.0669 -0.9367
C 1.2852 3.5121 -3.3822
C 0.5850 3.3500 -4.5303
H -2.6187 3.4338 -3.2495
H -1.3583 3.7004 -1.1568
H 0.7212 4.3763 -0.0686
H 2.2813 4.4972 -1.0205
H 2.3563 3.6359 -3.4413
H 1.0762 3.2974 -5.4918
*
```